Density functional theory data (ωB97M-V/def2-TZVPD) for a single C5H11NO molecule at a distorted geometry.

Summary:
**Energy above the lowest of the compared OMol25 structures with the same formula, charge and spin**: 49.73 kcal/mol
**SMILES**: CCC[C@@H](N)C=O
**Gap between HOMO and LUMO**: 10.61 eV
**LUMO level**: 0.777 eV

Bonds (Å) are listed after each position.
Geometry (Å):
1 C 2.22 -0.70 -0.15  C2 1.535, H8 1.109, H9 1.180, H10 1.142
2 C 1.46 0.62 -0.34  C1 1.535, C3 1.583, H11 1.043, H12 1.095
3 C -0.04 0.38 -0.78  C2 1.583, C4 1.608, H13 1.073, H14 1.215
4 C -1.07 -0.10 0.36  C3 1.608, N5 1.462, C6 1.586, H15 1.077
5 N -1.34 0.97 1.32  C4 1.462, H16 0.982, H17 1.029
6 C -2.44 -0.53 -0.30  C4 1.586, O7 1.217, H18 1.145
7 O -3.19 -1.33 0.24  C6 1.217
8 H 3.00 -0.79 0.63  C1 1.109
9 H 2.88 -0.99 -1.09  C1 1.180
10 H 1.48 -1.54 0.04  C1 1.142
11 H 1.45 1.10 0.59  C2 1.043
12 H 2.08 1.29 -0.94  C2 1.095
13 H 0.03 -0.34 -1.57  C3 1.073
14 H -0.47 1.38 -1.31  C3 1.215
15 H -0.76 -1.05 0.77  C4 1.077
16 H -2.11 0.66 1.83  N5 0.982
17 H -0.60 1.01 2.03  N5 1.029
18 H -2.58 -0.04 -1.33  C6 1.145